# C5H4Cl2N4O4

An isolated molecule of C5H4Cl2N4O4 at a distorted geometry (ωB97M-V/def2-TZVPD, the Open Molecules 2025 dataset).

Properties
- lowest unoccupied orbital energy (eV) = -1.2
- SMILES = C[C@H]1N=C(Cl)C([N+](=O)[O-])=C(Cl)N1[N+](=O)[O-]
- HOMO (eV) = -9.990
- Kohn-Sham gap (eV) = 8.79
- relative energy (zero: lowest compared OMol25 entry of this formula, charge and spin) (kcal per mole) = 0.00

Positions of all 19 atoms, in Å:
C1 -1.46 0.43 -0.20
C2 -0.90 -0.78 -0.35
C3 -0.75 1.47 0.57
C4 1.19 0.19 0.48
C5 2.13 0.61 -0.64
N1 0.48 1.36 0.85
N2 0.31 -1.04 0.30
N3 -2.64 0.75 -0.97
N4 0.61 -2.18 1.12
O1 -3.54 1.25 -0.33
O2 -2.64 0.45 -2.14
O3 -0.23 -2.98 1.29
O4 1.73 -2.16 1.49
Cl1 -1.46 -2.16 -1.20
Cl2 -1.60 2.81 1.13
H1 1.93 0.05 1.25
H2 1.45 0.95 -1.37
H3 2.61 -0.32 -0.94
H4 2.77 1.31 -0.33

Löwdin atomic charge list, values in e, 5 entries: -0.15, -0.55, -0.69, -0.33, 0.01

# C5H7BrFN2

A 2-piece molecular cluster, C5H7BrFN2 overall at a distorted geometry (ωB97M-V/def2-TZVPD, the Open Molecules 2025 dataset).

Properties
- lowest unoccupied orbital energy (alpha / beta) (eV) = -4.6 / -4.6
- HOMO (alpha / beta) (eV) = -13.331 / -13.331
- Kohn-Sham gap (alpha / beta) (eV) = 8.77 / 8.77
- relative energy (zero: lowest compared OMol25 entry of this formula, charge and spin) (kcal per mole) = 19.41
- net charge = +1

Positions of all 16 atoms, in Å:
C1 -1.39 -1.70 0.53
C2 -1.79 -0.39 0.45
C3 0.37 -0.49 0.00
C4 -0.68 1.75 -0.09
C5 2.62 -0.02 -0.35
N1 -0.66 0.32 0.14
N2 -0.08 -1.73 0.14
F1 2.73 1.21 -0.76
Br1 -3.34 0.62 0.39
H1 -1.89 -2.63 0.51
H2 0.04 2.07 -0.78
H3 -1.66 2.10 -0.55
H4 -0.59 2.25 0.96
H5 3.07 -0.76 -1.12
H6 2.77 -0.08 0.66
H7 0.47 -2.52 -0.13

Löwdin atomic charge list, values in e, 5 entries: -0.04, -0.64, -0.04, -0.06, 0.09

# C4H11N3O2

A 2-piece molecular cluster, C4H11N3O2 overall at a distorted geometry (ωB97M-V/def2-TZVPD, the Open Molecules 2025 dataset).

Properties
- lowest unoccupied orbital energy (eV) = 0.9
- SMILES = [H]/N=C(/N)NC.CC(=O)O
- HOMO (eV) = -8.950
- Kohn-Sham gap (eV) = 9.85
- relative energy (zero: lowest compared OMol25 entry of this formula, charge and spin) (kcal per mole) = 23.92

Positions of all 20 atoms, in Å:
C1 4.21 0.30 0.12
C2 2.74 0.13 0.15
O1 2.45 -1.18 -0.20
O2 1.84 0.87 0.40
H1 4.73 1.22 -0.15
H2 4.75 -0.53 -0.32
H3 4.50 0.37 1.20
C3 -3.48 0.73 -0.74
C4 -1.63 -0.48 0.24
N1 -0.99 -1.57 -0.02
N2 -3.01 -0.34 0.09
N3 -0.90 0.58 0.71
H4 -1.60 -2.18 -0.55
H5 1.51 -1.46 -0.13
H6 -3.47 -1.21 -0.06
H7 -1.11 1.00 1.61
H8 0.10 0.48 0.63
H9 -4.53 0.94 -0.57
H10 -3.25 0.70 -1.82
H11 -2.87 1.63 -0.60

Löwdin atomic charge list, values in e, 5 entries: 0.01, -0.53, 0.06, 0.08, 0.09

# C7H17N

A 2-piece molecular cluster, C7H17N overall (ωB97M-V/def2-TZVPD, the Open Molecules 2025 dataset).

Properties
- lowest unoccupied orbital energy (eV) = 1.1
- SMILES = C/C=C/C.CN(C)C
- HOMO (eV) = -8.549
- Kohn-Sham gap (eV) = 9.60
- relative energy (zero: lowest compared OMol25 entry of this formula, charge and spin) (kcal per mole) = 37.60

Positions of all 25 atoms, in Å:
C1 -0.97 0.31 -2.64
N1 0.08 0.08 -1.66
C2 0.97 -0.98 -2.09
C3 0.81 1.30 -1.41
H1 -1.39 -0.64 -2.96
H2 -0.58 0.86 -3.51
H3 -1.82 0.84 -2.20
H4 1.80 -1.07 -1.39
H5 0.42 -1.92 -2.14
H6 1.37 -0.82 -3.11
H7 1.62 1.12 -0.71
H8 0.14 2.05 -0.97
H9 1.18 1.79 -2.33
C4 -0.71 1.68 2.35
C5 -0.67 0.25 1.94
C6 0.19 -0.68 2.35
C7 0.15 -2.09 1.85
H10 0.13 1.92 3.01
H11 -0.59 2.37 1.51
H12 -1.67 1.89 2.82
H13 -1.35 -0.04 1.14
H14 1.08 -0.37 2.89
H15 -0.65 -2.20 1.12
H16 1.09 -2.35 1.36
H17 0.05 -2.83 2.65

Löwdin atomic charge list, values in e, 5 entries: -0.12, -0.33, -0.13, -0.13, 0.08

# C2H3N2O2

An isolated ion of composition C2H3N2O2 and charge +1 at a distorted geometry (ωB97M-V/def2-TZVPD, the Open Molecules 2025 dataset).

Properties
- lowest unoccupied orbital energy (eV) = -5.4
- SMILES = NC(=O)[NH+]=C=O
- HOMO (eV) = -17.079
- Kohn-Sham gap (eV) = 11.66
- relative energy (zero: lowest compared OMol25 entry of this formula, charge and spin) (kcal per mole) = 23.23
- net charge = +1

Positions of all 9 atoms, in Å:
C1 1.25 -0.13 -0.23
C2 1.54 2.32 -0.98
N1 0.72 1.44 -0.81
N2 0.26 -0.68 0.39
O1 2.39 3.05 -1.00
O2 2.36 -0.29 -0.55
H1 -0.26 1.35 -1.23
H2 -0.46 0.10 0.55
H3 0.25 -1.61 0.79

Löwdin atomic charge list, values in e, 5 entries: -0.41, -0.22, 0.21, 0.24, 0.38

# C54H36F6O20V4

C54H36F6O20V4 as an isolated structure at a distorted geometry (ωB97M-V/def2-TZVPD, the Open Molecules 2025 dataset).

Properties
- lowest unoccupied orbital energy (eV) = -1.0
- HOMO (eV) = -2.620
- Kohn-Sham gap (eV) = 1.62
- relative energy (zero: lowest compared OMol25 entry of this formula, charge and spin) (kcal per mole) = 11.57
- net charge = -2

Positions of all 120 atoms, in Å:
O1 -5.62 4.11 -3.42
V1 -5.70 2.66 -2.78
O2 -6.83 1.68 -3.36
O3 -4.76 -7.13 -1.94
V2 -5.26 -5.70 -2.11
O4 -5.53 -5.42 -3.74
O5 0.44 -8.44 4.21
V3 0.34 -7.22 5.19
O6 1.18 -7.58 6.50
O7 0.55 4.81 4.64
V4 0.60 3.38 5.39
O8 1.50 3.46 6.73
C1 -5.68 -5.11 3.54
C2 -6.90 -4.68 2.95
C3 -8.11 -4.14 3.98
O9 -9.24 -3.97 3.48
C4 -7.76 -3.78 5.27
C5 -6.48 -4.11 5.70
C6 -5.42 -4.83 4.85
O10 -4.35 -5.43 5.30
O11 -6.22 -3.69 6.91
O12 -7.09 -4.71 1.74
H1 -4.98 -5.66 2.93
H2 -8.43 -3.28 5.94
C7 -5.27 2.52 3.55
C8 -5.27 2.14 4.87
C9 -6.58 1.90 5.66
O13 -6.58 1.74 6.95
C10 -7.81 1.85 5.04
C11 -7.90 1.93 3.55
C12 -6.58 2.45 2.79
O14 -6.63 2.73 1.59
O15 -9.00 1.73 3.02
O16 -4.04 2.13 5.35
H3 -4.36 2.75 3.01
H4 -8.69 1.73 5.66
C13 -0.60 0.08 0.97
C14 -1.56 -0.41 -0.04
C15 -1.88 -1.96 -0.02
O17 -2.76 -2.38 -0.77
C16 -1.19 -2.84 0.91
C17 -0.27 -2.33 1.78
C18 0.03 -0.83 1.82
O18 0.88 -0.30 2.71
O19 0.31 -3.16 2.52
O20 -2.12 0.35 -0.90
H5 -0.47 1.15 1.03
H6 -1.45 -3.88 0.94
F1 -0.13 -5.60 -3.97
C19 0.27 -6.90 -3.78
C20 1.11 -7.31 -2.82
C21 1.30 -8.62 -2.51
C22 0.61 -9.65 -3.20
C23 -0.24 -9.25 -4.22
C24 -0.33 -7.89 -4.56
H7 1.44 -6.51 -2.18
H8 1.84 -8.82 -1.60
H9 0.88 -10.68 -3.04
H10 -0.70 -10.00 -4.85
H11 -0.97 -7.59 -5.38
F2 -3.41 1.33 -6.75
C25 -3.57 0.90 -8.05
C26 -4.01 1.84 -9.05
C27 -3.94 1.49 -10.42
C28 -3.46 0.25 -10.78
C29 -3.12 -0.66 -9.86
C30 -3.06 -0.35 -8.48
H12 -4.38 2.80 -8.73
H13 -4.08 2.17 -11.25
H14 -3.31 0.02 -11.83
H15 -2.77 -1.57 -10.34
H16 -2.70 -0.98 -7.68
F3 6.95 7.29 2.85
C31 6.67 6.41 1.87
C32 6.38 5.12 2.29
C33 6.14 4.12 1.30
C34 6.13 4.47 -0.04
C35 6.42 5.74 -0.44
C36 6.74 6.73 0.52
H17 6.41 4.96 3.36
H18 5.85 3.19 1.77
H19 5.91 3.68 -0.74
H20 6.40 6.10 -1.46
H21 7.02 7.74 0.27
F4 -0.39 8.83 0.10
C37 0.22 8.12 -0.97
C38 0.94 8.75 -1.98
C39 1.39 8.14 -3.16
C40 1.32 6.75 -3.16
C41 0.62 6.06 -2.19
C42 -0.01 6.77 -1.14
H22 1.09 9.81 -1.91
H23 1.90 8.76 -3.88
H24 1.79 6.11 -3.90
H25 0.50 4.99 -2.25
H26 -0.68 6.23 -0.48
F5 10.85 -0.48 7.52
C43 9.62 -0.02 7.38
C44 9.14 1.16 8.01
C45 7.80 1.58 7.78
C46 7.03 0.73 7.01
C47 7.49 -0.43 6.39
C48 8.85 -0.82 6.54
H27 9.78 1.65 8.73
H28 7.35 2.38 8.35
H29 6.00 0.90 6.74
H30 6.77 -1.02 5.84
H31 9.19 -1.74 6.10
F6 4.94 -1.87 -2.01
C49 4.52 -1.05 -2.99
C50 3.20 -0.71 -3.24
C51 2.89 0.33 -4.12
C52 3.90 0.82 -4.98
C53 5.20 0.49 -4.77
C54 5.49 -0.47 -3.77
H32 2.47 -1.27 -2.67
H33 1.86 0.65 -4.16
H34 3.71 1.38 -5.89
H35 5.95 0.93 -5.40
H36 6.53 -0.68 -3.53

Löwdin atomic charge list, values in e, 5 entries: -0.43, 1.05, -0.42, -0.37, 1.07

Number 5 is which compound?
C2H3N2O2